[1]
A structure of composition C19H25GaN3SSi at a distorted geometry. Source: OMol25; level of theory: the ωB97M-V functional and the def2-TZVPD basis.

Output
charge = +1
LUMO energy (spin up / spin down) = -4.208 / -2.931 eV
HOMO-LUMO gap (spin up / spin down) = 4.603 / 6.956 eV
HOMO energy (spin up / spin down) = -8.8 / -9.9 eV
spin multiplicity = 1

Atoms and positions in Å:
1 C -4.12 -1.36 2.36
2 C -3.77 -1.24 0.98
3 C -2.56 -1.99 0.77
4 H -4.39 -0.83 0.21
5 C -2.23 -2.63 2.03
6 C -3.14 -2.18 2.98
7 H -3.16 -2.47 4.02
8 H -5.02 -0.99 2.83
9 H -2.14 -2.21 -0.20
10 H -1.45 -3.34 2.16
11 Ga -1.68 -0.08 1.59
12 C 2.27 0.87 0.91
13 H 3.12 0.17 1.02
14 H 2.59 1.86 1.28
15 H 1.56 0.49 1.73
16 Si 1.29 0.53 -0.82
17 C 1.39 1.68 -2.38
18 C 0.46 1.21 -3.33
19 H -0.11 0.29 -3.09
20 C 0.27 1.81 -4.58
21 H -0.49 1.40 -5.27
22 C 1.06 2.91 -4.95
23 H 0.91 3.39 -5.94
24 C 2.04 3.39 -4.04
25 H 2.66 4.25 -4.36
26 C 2.21 2.77 -2.77
27 H 3.04 3.13 -2.13
28 C 2.17 -0.99 -1.46
29 C 2.63 -1.12 -2.78
30 H 2.58 -0.30 -3.50
31 C 3.16 -2.34 -3.22
32 H 3.44 -2.47 -4.27
33 C 3.34 -3.41 -2.34
34 H 3.69 -4.38 -2.67
35 C 3.03 -3.20 -0.98
36 H 3.25 -3.98 -0.24
37 C 2.45 -2.01 -0.55
38 H 2.21 -1.87 0.50
39 H -0.22 0.37 -0.56
40 H 2.73 1.28 -0.42
41 N -2.61 1.83 2.42
42 N -2.97 1.57 3.77
43 C -2.14 0.84 4.52
44 N -2.40 0.91 5.86
45 S -0.88 -0.09 3.85
46 H -1.96 2.61 2.31
47 H -3.43 2.02 1.83
48 H -3.63 2.23 4.20
49 H -1.84 0.38 6.52
50 H -3.28 1.28 6.22

=====

[2]
The molecule C4H7N3 at a distorted geometry. Source: OMol25; level of theory: the ωB97M-V functional and the def2-TZVPD basis.

Output
energy relative to the best compared isomer or geometry (same formula, charge and spin) = 52.4 kcal per mole
LUMO energy = 0.742 eV
HOMO-LUMO gap = 10.426 eV
HOMO energy = -9.7 eV
structure (SMILES) = N#CC1(N)CNC1
spin multiplicity = 1

Atoms and positions in Å:
1 N -2.74 0.00 1.01
2 C -1.60 0.06 0.79
3 C -0.26 -0.10 0.38
4 N 0.48 -0.82 1.43
5 C -0.06 -0.54 -1.10
6 N 0.28 0.84 -1.43
7 C 0.33 1.21 0.01
8 H 1.45 -1.15 1.16
9 H 0.08 -1.80 1.51
10 H 0.70 -1.36 -1.28
11 H -0.93 -0.88 -1.74
12 H 1.18 0.98 -1.75
13 H -0.26 2.08 0.43
14 H 1.33 1.47 0.58

=====

[3]
A structure of composition C19H40OP2W at a distorted geometry. Source: OMol25; level of theory: the ωB97M-V functional and the def2-TZVPD basis.

Output
charge = +2
energy relative to the best compared isomer or geometry (same formula, charge and spin) = 9.9 kcal per mole
LUMO energy (spin up / spin down) = -6.922 / -8.594 eV
HOMO-LUMO gap (spin up / spin down) = 6.925 / 5.924 eV
HOMO energy (spin up / spin down) = -13.8 / -14.5 eV
expectation value of S² = 2.01
spin multiplicity = 3

Atoms and positions in Å:
1 P 0.13 -2.77 -0.51
2 P 0.20 2.47 1.84
3 C 0.84 0.42 -0.29
4 C 0.43 1.88 0.09
5 H 1.93 0.41 -0.47
6 H 0.67 -0.26 0.56
7 H 1.21 2.56 -0.30
8 H -0.50 2.18 -0.42
9 C -1.35 3.39 1.92
10 H -1.49 3.86 2.90
11 H -2.20 2.72 1.71
12 H -1.33 4.18 1.15
13 C 1.60 3.35 2.52
14 H 1.90 4.14 1.81
15 H 2.46 2.69 2.68
16 H 1.34 3.84 3.47
17 C -0.84 -4.24 -0.99
18 H -1.14 -4.77 -0.08
19 H -0.24 -4.91 -1.62
20 H -1.73 -3.93 -1.54
21 C 1.81 -3.44 -0.22
22 H 2.58 -2.70 -0.47
23 H 1.97 -4.32 -0.86
24 H 1.93 -3.72 0.84
25 W 0.30 -0.54 -2.15
26 C 0.23 1.17 -3.18
27 C -1.13 0.73 -2.70
28 C -2.07 0.09 -3.68
29 C -1.52 -1.22 -4.30
30 C -0.39 -1.84 -3.52
31 C 1.06 -1.44 -3.76
32 C 1.36 -0.44 -4.83
33 C 0.66 0.93 -4.61
34 C -0.55 -2.43 1.15
35 H 0.64 2.06 -2.72
36 H -1.59 1.36 -1.95
37 H -2.36 0.79 -4.48
38 H -3.02 -0.14 -3.18
39 H -2.36 -1.94 -4.32
40 H -1.26 -1.09 -5.38
41 H -0.54 -2.89 -3.27
42 H 1.78 -2.24 -3.62
43 H 1.12 -0.84 -5.83
44 H 2.46 -0.27 -4.87
45 H 1.39 1.71 -4.89
46 H -0.18 1.07 -5.32
47 H 0.19 -2.67 1.93
48 H -1.46 -3.03 1.30
49 H -0.83 -1.37 1.24
50 C -0.91 2.04 4.79
51 C -0.11 0.92 4.14
52 C 1.28 0.80 4.73
53 C -0.85 -0.41 4.29
54 O 0.00 1.13 2.67
55 H -1.09 1.77 5.84
56 H -1.88 2.16 4.30
57 H -0.36 2.99 4.78
58 H 1.20 0.48 5.77
59 H 1.87 0.06 4.18
60 H 1.81 1.77 4.71
61 H -1.83 -0.37 3.81
62 H -0.27 -1.24 3.87
63 H -1.00 -0.61 5.36

=====

[4]
A cluster of 2 separate species, C9H16N2O2 in total at a distorted geometry. Source: OMol25; level of theory: the ωB97M-V functional and the def2-TZVPD basis.

Output
energy relative to the best compared isomer or geometry (same formula, charge and spin) = 69.8 kcal per mole
LUMO energy = 0.465 eV
HOMO-LUMO gap = 10.043 eV
HOMO energy = -9.6 eV
structure (SMILES) = O=c1cc[nH]c(=O)[nH]1.CCCCC
spin multiplicity = 1

Atoms and positions in Å:
1 O -5.56 -1.54 -0.09
2 C -4.72 -0.68 -0.19
3 C -4.99 0.76 -0.29
4 C -4.05 1.66 -0.06
5 N -2.75 1.33 0.09
6 C -2.36 0.01 0.09
7 O -1.13 -0.15 0.24
8 N -3.45 -0.84 -0.15
9 H -6.01 1.04 -0.45
10 H -4.19 2.66 -0.24
11 H -1.98 2.04 0.37
12 H -3.21 -1.75 0.00
13 C 7.43 0.40 -0.40
14 C 6.13 -0.42 -0.41
15 C 4.87 0.36 0.15
16 C 3.83 -0.69 0.08
17 C 2.55 -0.24 0.77
18 H 7.36 1.32 -1.11
19 H 7.70 0.86 0.55
20 H 8.35 -0.19 -0.73
21 H 6.34 -1.16 0.37
22 H 6.05 -0.85 -1.43
23 H 5.16 0.64 1.15
24 H 4.70 1.32 -0.27
25 H 4.17 -1.66 0.48
26 H 3.73 -0.95 -1.03
27 H 2.52 0.97 0.84
28 H 1.43 -0.61 0.41
29 H 2.68 -0.56 1.88

=====

[5]
The molecule C6H5ClN4O3 at a distorted geometry. Source: OMol25; level of theory: the ωB97M-V functional and the def2-TZVPD basis.

Output
energy relative to the best compared isomer or geometry (same formula, charge and spin) = 0.0 kcal per mole
LUMO energy = -0.806 eV
HOMO-LUMO gap = 9.284 eV
HOMO energy = -10.1 eV
structure (SMILES) = O=[N+]([O-])[C@]1(Cl)C=CCc2c1nnn2O
spin multiplicity = 1

Atoms and positions in Å:
1 O 2.03 -1.11 -1.94
2 N 2.34 -0.69 -0.83
3 O 3.43 -0.27 -0.52
4 C 1.30 -0.63 0.18
5 Cl 2.33 -0.65 1.98
6 C 0.52 -1.84 0.17
7 C -0.81 -1.86 0.20
8 C -1.60 -0.56 0.14
9 C -0.80 0.69 0.23
10 C 0.58 0.67 0.12
11 N 1.11 1.93 0.01
12 N 0.07 2.76 -0.02
13 N -1.05 2.02 0.10
14 O -2.25 2.67 0.17
15 H 0.96 -2.85 0.08
16 H -1.47 -2.82 0.27
17 H -2.52 -0.44 0.87
18 H -2.15 -0.43 -0.79
19 H -2.02 3.41 -0.41

=====

[6]
The ion C4H7N2 with charge +1 at a distorted geometry. Source: OMol25; level of theory: the ωB97M-V functional and the def2-TZVPD basis.

Output
charge = +1
energy relative to the best compared isomer or geometry (same formula, charge and spin) = 90.5 kcal per mole
LUMO energy = -6.993 eV
HOMO-LUMO gap = 9.018 eV
HOMO energy = -16.0 eV
structure (SMILES) = CC1=NC[NH+]=C1
spin multiplicity = 1

Atoms and positions in Å:
1 C 1.98 0.40 -0.36
2 C 0.53 0.08 -0.11
3 N -0.15 1.11 0.35
4 C -1.73 0.46 0.56
5 N -1.56 -0.90 0.08
6 C -0.22 -1.08 -0.07
7 H 2.02 1.48 -0.46
8 H 2.35 -0.03 -1.30
9 H 2.61 0.06 0.42
10 H -1.86 0.48 1.64
11 H -2.15 1.27 -0.05
12 H -2.08 -1.30 -0.68
13 H 0.28 -2.03 -0.03

=====

These records have DFT total energy values of -3515.2917; -320.7998; -1572.2695; -612.4746; -1136.3364; -265.7643 a.u., in the order they appear.